This record from OMol25 describes a molecular structure, C9H6LaN2O4. The level of theory is wB97M-V/def2-TZVPD.

The geometry in XYZ format:
```
22
C9H6LaN2O4 wB97M-V/def2-TZVPD
La 0.0481 -0.3092 0.2221
O -0.0439 -1.8563 -2.6666
C -0.0297 -1.1514 -1.7297
C -1.7833 0.5812 0.8838
O -2.7858 0.8426 1.4372
C 1.8116 0.6863 0.7616
O 2.8235 1.0195 1.2228
C -0.0977 1.6477 -1.1485
O -0.1497 2.5579 -1.7836
N -0.2384 -1.0379 3.3152
C -0.4884 -2.2154 2.6196
C -0.7379 -3.3962 3.3007
C -0.9640 -4.5772 2.5941
C -0.9464 -4.5691 1.1958
C -0.7030 -3.3706 0.5100
N -0.4985 -2.2776 1.2876
H -0.0160 -0.1478 2.8496
H -0.2427 -1.0315 4.2828
H -0.7425 -3.3969 4.3800
H -1.1510 -5.5024 3.1162
H -1.1149 -5.4631 0.6267
H -0.6833 -3.3426 -0.5485
```

F_max in eV Å⁻¹: 15.96
Kohn-Sham gap in eV: 4.242
HOMO level in eV: -19.516
Net charge: +3
Relative energy (zero: lowest compared OMol25 entry of this formula, charge and spin) in kJ/mol: 795.6

Results of the Löwdin charge analysis, in e, for atoms 1 through 2: 1.725, 0.305


This record from OMol25 describes 2 unconnected molecules or ions with the total composition C4H5O2S. The level of theory is wB97M-V/def2-TZVPD.

The geometry in XYZ format:
```
12
C4H5O2S wB97M-V/def2-TZVPD
C 2.9953 0.2683 0.4149
C -1.9531 0.3100 0.1723
C -1.0956 -0.9858 0.2924
C -0.8771 0.0164 -0.8113
O 3.2275 -0.3260 -0.5344
O 2.9649 0.7520 1.4571
S 0.6286 1.0861 -0.8313
H -3.0973 0.0794 -0.1784
H -1.8161 1.0879 0.9048
H -0.5960 -1.0713 1.2714
H -1.2779 -2.0616 -0.0227
H 0.8967 0.8444 -2.1349
```

F_max in eV Å⁻¹: 3.74
Kohn-Sham gap in eV: 5.340
HOMO level in eV: -1.863
Net charge: -1
Relative energy (zero: lowest compared OMol25 entry of this formula, charge and spin) in kJ/mol: 310.2

Results of the Löwdin charge analysis, in e, for atoms 1 through 2: -0.606, -0.333


This record from OMol25 describes 2 unconnected molecules or ions with the total composition C3H8N2O2. The level of theory is wB97M-V/def2-TZVPD.

The geometry in XYZ format:
```
15
C3H8N2O2 wB97M-V/def2-TZVPD
C -1.1996 -1.2351 0.5137
C 0.0624 2.1413 -0.1518
C -0.4858 -0.8365 -0.7490
N 0.5383 0.1201 -0.3968
N 1.6972 -0.2124 0.2679
O 2.3995 0.6901 0.7464
O 2.0447 -1.3988 0.3442
H -1.7392 -2.2608 0.3093
H -0.4714 -1.2823 1.3950
H -1.8772 -0.4266 0.7467
H -0.1097 2.4166 -1.1557
H -0.7992 1.9474 0.4330
H 1.0437 2.2938 0.3175
H -0.0425 -1.7800 -1.1593
H -1.0610 -0.1767 -1.4612
```

F_max in eV Å⁻¹: 5.05
Kohn-Sham gap in eV: 9.112
HOMO level in eV: -9.597
Relative energy (zero: lowest compared OMol25 entry of this formula, charge and spin) in kJ/mol: 699.7

Results of the Löwdin charge analysis, in e, for atoms 1 through 2: -0.116, 0.251


This record from OMol25 describes a single C4H9NO molecule. The level of theory is wB97M-V/def2-TZVPD.

The geometry in XYZ format:
```
15
C4H9NO wB97M-V/def2-TZVPD
C -1.2657 -0.8727 0.2691
N -0.3223 0.2195 0.2205
C -0.9458 1.4503 -0.2283
C 0.9709 -0.0909 -0.3808
C 2.0261 -0.5964 0.5430
O 2.8079 -1.4110 0.0737
H -1.6778 -1.1584 -0.7119
H -2.1016 -0.6173 0.9281
H -0.7749 -1.7423 0.6946
H -1.8268 1.6499 0.3852
H -0.2685 2.2910 -0.0681
H -1.2826 1.4490 -1.2820
H 1.3050 0.7584 -0.9663
H 1.3005 -0.9506 -1.0773
H 2.0557 -0.3786 1.6005
```

F_max in eV Å⁻¹: 2.67
Kohn-Sham gap in eV: 9.845
HOMO level in eV: -8.864
SMILES: CN(C)CC=O
Relative energy (zero: lowest compared OMol25 entry of this formula, charge and spin) in kJ/mol: 243.2

Results of the Löwdin charge analysis, in e, for atoms 1 through 2: -0.106, -0.271


Among the records above, which one has the lowest relative energy (zero: lowest compared OMol25 entry of this formula, charge and spin)?
C4H9NO